No. 1
The following is a quantum chemistry calculation of a structure of composition C31H26IPTi, from the OMol25 dataset.

```
! RIJCOSX wB97M-V def2-TZVPD def2/J DEFGRID3
* xyz 2 1
Ti 1.011 -0.797 -0.348
C -3.463 1.383 1.128
C -3.087 0.616 2.358
C -3.748 0.895 3.550
C -3.450 0.226 4.727
C -2.473 -0.757 4.750
C -1.796 -1.053 3.581
C -2.094 -0.376 2.393
P -1.129 -0.903 0.984
C -0.541 0.696 0.158
C 0.317 1.368 1.074
C 0.813 2.628 0.810
C 0.464 3.248 -0.387
C -0.340 2.596 -1.304
C -0.854 1.313 -1.080
C -1.723 0.713 -2.147
C -2.080 -1.857 -0.199
C -3.450 -2.059 -0.061
C -4.130 -2.821 -0.999
C -3.441 -3.378 -2.066
C -2.068 -3.194 -2.194
C -1.367 -2.450 -1.253
C 0.127 -2.276 -1.397
H -4.468 1.786 1.236
H -3.456 0.762 0.232
H -2.788 2.226 0.964
H -4.520 1.652 3.552
H -3.992 0.474 5.630
H -2.242 -1.287 5.662
H -1.029 -1.819 3.592
H 0.537 0.900 2.034
H 1.438 3.131 1.533
H 0.824 4.243 -0.608
H -0.594 3.091 -2.233
H -1.680 1.325 -3.045
H -2.764 0.664 -1.822
H -1.450 -0.307 -2.418
H -3.986 -1.622 0.772
H -5.194 -2.976 -0.897
H -3.969 -3.968 -2.800
H -1.540 -3.645 -3.024
H 0.450 -2.228 -2.448
H 0.694 -3.102 -0.918
I 2.903 -1.903 1.338
C 4.387 -0.719 0.467
C 5.652 -0.698 0.975
C 6.621 0.099 0.323
C 6.292 0.821 -0.790
C 4.975 0.791 -1.308
C 4.612 1.506 -2.479
C 3.349 1.441 -2.993
C 2.362 0.662 -2.345
C 2.658 -0.026 -1.186
C 3.986 0.014 -0.666
H 5.926 -1.274 1.847
H 7.628 0.121 0.715
H 7.042 1.419 -1.289
H 5.369 2.095 -2.979
H 3.102 1.971 -3.902
H 1.371 0.618 -2.802
*
```

No. 2
The following is a quantum chemistry calculation of the molecule C5H9NO3 at a distorted geometry, from the OMol25 dataset.

```
! RIJCOSX wB97M-V def2-TZVPD def2/J DEFGRID3
* xyz 0 1
C -1.027 -1.857 0.440
C -1.044 -0.188 0.208
C -2.489 0.274 -0.148
O -2.991 -0.060 -1.191
O -3.110 0.846 0.856
N -0.131 0.248 -0.829
C 0.974 0.803 -0.203
C 0.514 1.193 1.237
O -0.602 0.374 1.410
H 0.026 -1.979 0.621
H -1.220 -2.104 -0.616
H -1.785 -2.233 1.213
H -2.523 0.967 1.690
H 0.141 -0.433 -1.502
H 1.371 1.671 -0.755
H 1.739 0.039 -0.028
H 1.322 0.939 2.009
H 0.238 2.163 1.595
*
```

**SMILES**: C[C@]1(C(=O)O)NCCO1

No. 3
The following is a quantum chemistry calculation of a cluster of 2 separate species, C3H8O2 in total, from the OMol25 dataset.

```
! RIJCOSX wB97M-V def2-TZVPD def2/J DEFGRID3
* xyz 0 1
C 0.491 1.260 -0.373
C 1.918 0.948 -0.394
O 0.964 0.014 -0.891
H 0.072 1.936 -1.116
H -0.059 1.170 0.562
H 2.558 1.386 -1.157
H 2.411 0.665 0.535
C -1.743 -1.260 0.441
O -0.528 -1.148 1.147
H -1.984 -2.304 0.189
H -2.543 -0.862 1.073
H -1.733 -0.683 -0.494
H 0.176 -1.122 0.479
*
```

**SMILES**: C1CO1.CO

Short version: HOMO-LUMO gap = 6.71; 9.70; 11.12 eV, in the order given.
Short version: HOMO energy = -14.251; -9.073; -10.033 eV, in the order given.
Short version: energy relative to the best compared isomer or geometry (same formula, charge and spin) = 73.7; 231.2; 219.7 kJ/mol, in the order given.